Computed, not measured: a cluster of 14 separate species, C84H135N24O23P5 in total at a distorted geometry, with ωB97M-V with the def2-TZVPD basis set.

Each line ends with the Mulliken charge.
Cartesian coordinates (Å):
C1 2.47997 -2.23107 -6.68271  -0.236
C2 2.03442 -0.97894 -6.33839  -0.578
C3 0.71493 -0.79140 -6.08074  -0.194
C4 -0.21695 -1.87422 -6.07372  -0.043
C5 0.24775 -3.07749 -6.51698  -0.141
C6 1.58976 -3.31060 -6.80319  -0.585
N1 -1.58055 -1.58210 -5.68103  1.013
O1 -1.96725 -0.45165 -5.65649  -0.566
O2 -2.37006 -2.48848 -5.50094  -0.612
H1 3.51116 -2.35353 -6.97946  0.353
H2 2.63116 -0.08555 -6.22811  0.386
H3 0.43234 0.20247 -5.76647  0.408
H4 -0.44732 -3.89680 -6.62654  0.419
H5 2.07981 -4.24478 -7.03462  0.375
C7 7.24342 -7.76045 -0.27333  -0.615
C8 6.05825 -7.19909 0.31232  -0.375
C9 5.97679 -5.82452 0.63671  -0.489
C10 7.04634 -4.97760 0.47424  0.367
C11 8.19331 -5.44556 -0.13998  -0.533
C12 8.25271 -6.79565 -0.54109  -0.186
N2 7.10059 -3.59356 1.08519  0.843
O3 6.07400 -3.12824 1.57566  -0.542
O4 8.23459 -3.14547 1.36565  -0.521
H6 7.26883 -8.78756 -0.60620  0.412
H7 5.15116 -7.78169 0.24783  0.480
H8 5.15666 -5.39335 1.19158  0.424
H9 9.04397 -4.80397 -0.31647  0.396
H10 9.07256 -7.13559 -1.15646  0.340
C13 -5.26807 -6.54193 -2.08824  -0.648
C14 -5.44553 -7.21724 -0.88228  -0.588
C15 -5.85156 -8.56520 -0.93890  -0.148
C16 -6.00235 -9.26492 -2.17638  -0.108
C17 -5.89520 -8.48787 -3.31256  -0.115
C18 -5.57194 -7.15851 -3.27242  -0.558
N3 -6.47774 -10.69732 -2.28257  0.901
O5 -6.62166 -11.30380 -1.23257  -0.545
O6 -6.90838 -11.09248 -3.41314  -0.548
H11 -4.91584 -5.52129 -2.11340  0.529
H12 -5.26002 -6.76743 0.08191  0.529
H13 -5.96138 -9.15062 -0.03799  0.448
H14 -6.22249 -8.86224 -4.27127  0.425
H15 -5.51403 -6.54600 -4.16005  0.426
C19 -5.50445 -4.07372 6.81092  -0.604
C20 -6.45336 -4.98113 7.38326  -0.456
C21 -6.36977 -6.33024 7.08432  -0.475
C22 -5.39817 -6.78610 6.24210  0.636
C23 -4.52400 -5.93891 5.60413  -0.657
C24 -4.61900 -4.53534 5.87434  -0.469
N4 -5.36057 -8.30117 6.08441  0.862
O7 -5.57639 -8.90240 7.10243  -0.519
O8 -4.97966 -8.91471 5.07004  -0.560
H16 -5.39605 -3.02061 7.02450  0.431
H17 -7.26834 -4.63722 8.00288  0.416
H18 -7.01203 -7.03945 7.58524  0.421
H19 -3.75031 -6.39130 5.00153  0.477
H20 -4.02565 -3.78474 5.37342  0.496
C25 -10.26872 -3.21354 -2.31816  -0.365
C26 -11.52307 -2.88397 -2.74914  -0.433
C27 -11.98531 -1.57094 -2.67631  -0.251
C28 -11.07259 -0.49067 -2.36156  0.052
C29 -9.72954 -0.81224 -2.09617  -0.423
C30 -9.32803 -2.17023 -1.98843  -0.465
N5 -11.54770 0.92511 -2.36028  0.944
O9 -12.77016 1.07354 -2.63993  -0.575
O10 -10.82456 1.83689 -2.00256  -0.557
H21 -9.94484 -4.24357 -2.34163  0.404
H22 -12.21783 -3.64880 -3.06338  0.358
H23 -13.01109 -1.34225 -2.92510  0.427
H24 -8.93780 -0.11830 -1.85537  0.438
H25 -8.31656 -2.48167 -1.77315  0.445
C31 3.36554 10.07560 -8.80889  -0.330
C32 3.44390 8.84662 -9.47644  -0.485
C33 3.29794 7.67972 -8.72840  -0.161
C34 2.94328 7.68947 -7.35920  0.007
C35 2.90580 8.97290 -6.71446  -0.262
C36 3.09625 10.10482 -7.45131  -0.429
N6 2.82575 6.45535 -6.63346  1.001
O11 3.02726 5.40521 -7.22296  -0.595
O12 2.58775 6.45309 -5.43548  -0.597
H26 3.36326 10.98151 -9.39687  0.358
H27 3.56192 8.84184 -10.54996  0.375
H28 3.44554 6.80483 -9.34418  0.382
H29 2.82418 9.14472 -5.65134  0.392
H30 2.93902 11.04758 -6.94845  0.344
C37 0.98900 1.43893 -0.79423  -0.486
C38 1.44376 0.27956 -0.15923  -0.519
C39 0.54656 -0.69825 0.29666  -0.525
C40 -0.83673 -0.50247 0.12374  0.353
C41 -1.27392 0.64430 -0.56621  -0.453
C42 -0.36722 1.57338 -1.01664  -0.534
N7 -1.75431 -1.52278 0.70302  0.953
O13 -3.00719 -1.23467 0.74400  -0.577
O14 -1.43971 -2.63262 1.04268  -0.568
H31 1.70341 2.18743 -1.10370  0.461
H32 2.51660 0.15777 -0.13495  0.419
H33 0.92996 -1.53602 0.86017  0.445
H34 -2.34425 0.78133 -0.61116  0.521
H35 -0.67958 2.44686 -1.56969  0.509
C43 -0.65996 -7.34701 8.95303  -0.303
C44 -0.12425 -7.71251 7.75457  -0.718
C45 0.31249 -6.69455 6.92573  -0.043
C46 0.22665 -5.40531 7.26447  0.284
C47 -0.29017 -5.03140 8.48623  -0.299
C48 -0.73899 -5.96349 9.37122  -0.704
N8 0.83416 -4.48792 6.23303  0.906
O15 1.86248 -4.86096 5.68528  -0.556
O16 0.26430 -3.47244 6.05902  -0.554
H36 -0.96886 -8.18700 9.55751  0.361
H37 -0.05543 -8.74699 7.45203  0.417
H38 0.75300 -6.96037 5.97616  0.417
H39 -0.29351 -3.99974 8.80572  0.392
H40 -1.24792 -5.65055 10.27091  0.402
C49 -10.40364 -3.86638 4.49806  -0.513
C50 -11.07266 -2.80400 5.12317  -0.531
C51 -10.56709 -1.50809 5.00130  -0.281
C52 -9.51828 -1.19594 4.16542  0.074
C53 -8.91664 -2.25833 3.48264  -0.177
C54 -9.37398 -3.60401 3.65287  -0.491
N9 -8.99905 0.15814 3.86333  0.896
O17 -9.19913 1.04488 4.70426  -0.546
O18 -8.43778 0.28203 2.76287  -0.525
H41 -10.84794 -4.85032 4.52734  0.416
H42 -11.97938 -3.05618 5.65294  0.384
H43 -11.10543 -0.71452 5.49812  0.410
H44 -8.13161 -2.13121 2.75192  0.441
H45 -8.90774 -4.38749 3.07392  0.441
O19 2.17323 -11.28585 -1.55031  -0.849
P1 0.95825 -10.45154 -1.35281  0.534
N10 -0.33557 -11.25374 -2.07558  0.241
C55 -0.82321 -12.52752 -1.50936  -1.079
C56 -0.59159 -11.05734 -3.44168  -1.127
N11 0.88046 -8.79535 -1.82406  0.213
C57 2.03043 -8.23772 -2.64037  -1.148
C58 -0.29080 -7.94796 -1.76684  -1.108
N12 0.35513 -10.35075 0.22502  0.376
C59 -0.96642 -9.75514 0.50580  -1.222
C60 1.28832 -10.33182 1.36748  -0.979
H46 -1.12238 -13.21254 -2.30268  0.414
H47 -1.76621 -12.37487 -0.98443  0.262
H48 -0.14403 -12.96204 -0.77587  0.331
H49 -1.66493 -10.90815 -3.55915  0.346
H50 -0.19866 -11.91101 -3.99389  0.368
H51 -0.06739 -10.17381 -3.80596  0.275
H52 2.90580 -8.82414 -2.36123  0.345
H53 1.74742 -8.23774 -3.69299  0.298
H54 2.19673 -7.21702 -2.29595  0.433
H55 -0.27088 -7.14958 -2.50866  0.407
H56 -1.19469 -8.55503 -1.81734  0.383
H57 -0.11758 -7.34821 -0.87331  0.285
H58 -1.66054 -9.96939 -0.30685  0.330
H59 -1.34476 -10.36663 1.32496  0.446
H60 -0.84551 -8.71122 0.79515  0.288
H61 0.75709 -10.48913 2.30617  0.306
H62 1.74440 -9.36533 1.58190  0.338
H63 2.08895 -11.05173 1.19767  0.292
O20 6.93961 3.66571 7.24181  -0.861
P2 6.86846 4.50667 6.02379  0.465
N13 5.55344 4.20601 4.99543  0.222
C61 5.30777 4.88731 3.71065  -1.007
C62 4.82592 2.96018 5.23818  -1.047
N14 8.10731 4.16526 4.91301  0.236
C63 8.09149 2.86539 4.17091  -1.028
C64 9.49194 4.68967 5.13733  -1.150
N15 6.81926 6.18533 6.28056  0.223
C65 6.25727 6.68733 7.62512  -0.904
C66 7.17448 7.22283 5.23199  -1.022
H64 5.30399 4.15198 2.90605  0.419
H65 6.08706 5.60585 3.45667  0.338
H66 4.35519 5.41476 3.66062  0.263
H67 3.99526 2.78676 4.55405  0.386
H68 4.32681 2.90060 6.20535  0.268
H69 5.51772 2.13864 5.05225  0.326
H70 7.13619 2.69534 3.67433  0.194
H71 8.97092 2.72600 3.54220  0.357
H72 8.16001 2.11079 4.95448  0.366
H73 10.12777 3.95631 5.63332  0.333
H74 9.89270 4.94695 4.15687  0.360
H75 9.35079 5.54798 5.79420  0.404
H76 6.84063 7.54138 7.96918  0.282
H77 5.27218 7.14062 7.51450  0.327
H78 6.13443 5.83046 8.28753  0.298
H79 7.95019 6.75742 4.62390  0.377
H80 7.56842 8.13963 5.67061  0.314
H81 6.29474 7.43970 4.62607  0.261
O21 -4.21832 7.42274 -3.03263  -0.835
P3 -5.00453 6.69918 -4.07410  0.500
N16 -4.07584 6.32097 -5.45183  0.325
C67 -3.48366 7.51657 -6.10716  -1.237
C68 -3.21551 5.16239 -5.72585  -1.064
N17 -6.39803 7.47202 -4.70983  0.123
C69 -6.83170 7.26431 -6.08244  -1.118
C70 -7.57549 7.79410 -3.89962  -0.924
N18 -5.71076 5.19213 -3.60202  0.328
C71 -6.34523 4.29374 -4.56266  -1.263
C72 -5.89420 4.78067 -2.20504  -1.053
H82 -4.21474 8.29019 -6.34198  0.405
H83 -3.02115 7.28980 -7.06776  0.391
H84 -2.72378 8.01263 -5.50331  0.325
H85 -3.05474 5.16475 -6.80392  0.341
H86 -3.84440 4.33815 -5.38937  0.346
H87 -2.22521 5.24233 -5.27751  0.289
H88 -5.94238 6.95822 -6.63334  0.408
H89 -7.57253 6.46491 -6.09764  0.338
H90 -7.22037 8.19991 -6.48456  0.358
H91 -8.30063 8.42072 -4.41886  0.354
H92 -8.02403 6.88121 -3.50777  0.273
H93 -7.22383 8.39339 -3.05980  0.294
H94 -7.42102 4.46591 -4.52878  0.269
H95 -6.03251 4.51939 -5.58216  0.449
H96 -6.13108 3.25130 -4.32698  0.396
H97 -6.61152 5.40990 -1.67814  0.296
H98 -4.91733 4.94589 -1.75057  0.334
H99 -6.20147 3.73995 -2.10216  0.355
O22 9.66048 5.66416 -2.57667  -0.875
P4 10.13506 4.48458 -3.37887  0.583
N19 9.55321 4.27118 -4.99030  0.326
C73 10.37496 3.77464 -6.08612  -1.205
C74 8.10610 4.50354 -5.30571  -1.072
N20 9.64408 2.97532 -2.56942  0.260
C75 9.99143 1.68723 -3.10850  -1.135
C76 8.49795 2.97698 -1.73408  -1.123
N21 11.85004 4.36253 -3.41549  0.254
C77 12.44149 3.86672 -2.20564  -1.133
C78 12.67931 5.24829 -4.15931  -1.023
H100 9.95375 2.79684 -6.31978  0.394
H101 11.36503 3.47083 -5.74617  0.458
H102 10.35790 4.43018 -6.95680  0.265
H103 7.97572 5.00494 -6.26474  0.362
H104 7.67341 5.20863 -4.59597  0.316
H105 7.51416 3.58924 -5.34762  0.285
H106 10.62799 1.77054 -3.98937  0.315
H107 10.50374 1.19763 -2.28029  0.357
H108 9.11707 1.09284 -3.37364  0.365
H109 7.64469 3.15576 -2.38836  0.310
H110 8.18154 2.07607 -1.20839  0.404
H111 8.53223 3.74062 -0.95704  0.311
H112 12.75988 4.72019 -1.60704  0.358
H113 11.83125 3.16383 -1.63848  0.333
H114 13.34384 3.28070 -2.38014  0.332
H115 12.24837 5.39040 -5.15038  0.305
H116 13.59175 4.65420 -4.21027  0.383
H117 13.05125 6.12466 -3.62851  0.289
O23 -3.09662 7.43925 5.73090  -0.873
P5 -2.00801 6.82344 4.94378  0.304
N22 -0.51085 6.98583 5.62678  0.286
C79 0.18523 8.20727 5.46150  -1.151
C80 -0.01491 6.05977 6.65937  -1.087
N23 -1.93821 7.46457 3.34692  0.230
C81 -3.16966 7.98130 2.72294  -1.039
C82 -1.03453 6.80559 2.37040  -0.954
N24 -2.31964 5.13245 4.72584  0.341
C83 -1.33257 4.22875 4.21582  -1.163
C84 -3.72565 4.64471 4.78637  -1.068
H118 0.52478 8.63769 6.40360  0.411
H119 -0.48853 8.94069 5.01850  0.365
H120 1.16576 7.98613 5.03990  0.329
H121 -0.88927 5.63214 7.15001  0.375
H122 0.47459 6.62056 7.45562  0.393
H123 0.52246 5.17701 6.31288  0.277
H124 -2.93089 8.54011 1.81806  0.378
H125 -3.78911 7.21406 2.25848  0.362
H126 -3.80938 8.66245 3.28409  0.309
H127 -0.02437 6.77702 2.77890  0.222
H128 -1.36524 5.82213 2.03641  0.284
H129 -0.91539 7.40248 1.46618  0.405
H130 -1.54873 3.24042 4.62151  0.390
H131 -1.47824 4.17783 3.13680  0.348
H132 -0.33280 4.55879 4.49802  0.333
H133 -3.85220 3.65233 4.35362  0.440
H134 -4.36055 5.36917 4.27631  0.275
H135 -3.99984 4.59249 5.84003  0.281

Properties
**E**: -218569.7763 eV
**F_max**: 5.02 eV/Å
**E_HOMO**: -7.868 eV
**Kohn-Sham gap**: 6.890 eV